The molecule C4H11NO2 at a distorted geometry, computed with the ωB97M-V functional and the def2-TZVPD basis.

E_tot = -9910.173 eV
Spin multiplicity = 1
Energy relative to the best compared isomer or geometry (same formula, charge and spin) = 47.71 kcal/mol
Charge = 0
Structure (SMILES) = N[C@H](CO)CCO
Frontier orbital gap = 0.3577 hartree
Molar mass = 105.1 Da
E_LUMO = 0.769 eV

Bonds (Å) are listed after each position.
Element x y z (Å)
1 O 1.2900 2.3331 -1.1373  C5 1.493, H11 0.964
2 O -1.5461 -0.4314 1.9618  C6 1.437, H9 0.962
3 N -0.7276 0.0573 -1.4482  C7 1.494, H10 1.007, H15 1.013
4 C 0.3529 -0.9386 0.5698  C6 1.553, C7 1.568, H13 1.109, H16 1.097
5 C 1.4763 0.9414 -0.6286  O1 1.493, C7 1.522, H17 1.095, H18 1.081
6 C -0.9804 -1.4781 1.1563  O2 1.437, C4 1.553, H12 1.100, H14 1.108
7 C 0.1145 0.3734 -0.2553  N3 1.494, C4 1.568, C5 1.522, H8 1.079
8 H -0.5778 0.9312 0.3555  C7 1.079
9 H -2.1738 0.0557 1.4202  O2 0.962
10 H -1.6977 0.3245 -1.4863  N3 1.007
11 H 1.0764 2.9533 -0.4313  O1 0.964
12 H -1.6217 -1.9625 0.4052  C6 1.100
13 H 0.8141 -1.5908 -0.1993  C4 1.109
14 H -0.6775 -2.2407 1.9008  C6 1.108
15 H -0.2066 0.2070 -2.3034  N3 1.013
16 H 1.1144 -0.9644 1.3596  C4 1.097
17 H 1.8662 0.3794 -1.4833  C5 1.095
18 H 2.1047 1.0503 0.2438  C5 1.081